# 1
A molecular structure, C34H42N4P2Tc, computed with ωB97M-V with the def2-TZVPD basis set.

```
! wB97M-V def2-TZVPD RIJCOSX def2/J DEFGRID3
* xyz 2 4
Tc 1.23557 -0.77474 -0.19846
C 1.79503 -1.03850 -2.81690
C 0.43079 -1.24737 -2.82394
C -0.13094 -2.59010 -3.12670
C 0.52955 -3.63198 -2.20041
C 1.02283 -2.99445 -0.88498
C 2.26447 -2.33643 -0.55322
C 3.37410 -2.39943 -1.59639
C 2.86245 -2.08362 -2.97696
C 1.30928 -0.01677 2.02323
H 2.17416 -0.04757 -2.99736
H -0.14751 -0.37572 -3.07097
H 0.04933 -2.88694 -4.18217
H -1.22999 -2.68878 -3.10317
H -0.25224 -4.38105 -1.91227
H 1.23335 -4.28991 -2.76690
H 0.53387 -3.50026 -0.06831
H 2.64954 -2.75440 0.37359
H 3.81531 -3.41628 -1.53742
H 4.17772 -1.68802 -1.32846
H 3.62469 -1.68833 -3.67459
H 2.52034 -2.99951 -3.45923
H 2.20052 0.57917 2.15205
H 1.32952 -0.65862 2.92529
H 0.49733 0.67994 2.26811
P -0.56681 -1.37050 1.04445
P -0.42688 0.93750 -0.99607
N 0.14291 -2.85255 1.98488
N -1.76476 -0.98863 2.32216
N 0.58794 1.72918 -2.51181
N -1.63913 2.45795 -1.12903
C -1.63780 -1.63951 -0.42731
C -1.77940 -0.33194 -1.21297
C 1.49595 -3.01470 2.31088
C 1.67256 -4.27791 2.81396
C 0.40591 -4.92853 2.79733
C -0.51613 -4.02893 2.28426
C -1.43554 -1.03982 3.69391
C -2.54740 -1.43319 4.42074
C -3.63556 -1.61828 3.48279
C -3.13444 -1.32798 2.22622
C 1.94265 1.93198 -2.23502
C 2.61227 2.39854 -3.35067
C 1.63656 2.60968 -4.33757
C 0.39303 2.18834 -3.81184
C -2.04317 3.32101 -2.14958
C -3.07899 4.13821 -1.69421
C -3.28339 3.80554 -0.32792
C -2.41195 2.77834 -0.01308
H -2.58725 -2.01442 -0.07568
H -1.20671 -2.43332 -1.04749
H -1.82174 -0.52301 -2.28129
H -2.70194 0.19595 -0.95924
H 2.23683 -2.21471 2.26397
H 2.63783 -4.67487 3.08754
H 0.21637 -5.94326 3.06549
H -1.58527 -4.09502 2.15677
H -0.44379 -0.76642 4.01625
H -2.59986 -1.57253 5.48364
H -4.65213 -1.91396 3.70672
H -3.64512 -1.29347 1.27406
H 2.42948 1.50977 -1.34988
H 3.70543 2.41314 -3.38528
H 1.75420 3.01270 -5.33431
H -0.57801 2.34698 -4.25409
H -1.56868 3.34386 -3.10979
H -3.60570 4.86048 -2.30094
H -3.96227 4.27327 0.36459
H -2.26108 2.24938 0.91827
C 1.40906 2.45464 0.67061
C 0.64142 3.23302 1.55367
C -0.08199 4.30255 0.96227
C -0.96324 5.06083 1.70531
C -1.12796 4.75616 3.06134
C -0.37184 3.75595 3.68202
C 0.54542 3.02659 2.95454
H 1.33645 2.78573 -0.37514
H 2.39395 2.06420 0.97322
H 0.14377 4.54131 -0.08427
H -1.50375 5.86520 1.20188
H -1.79917 5.36337 3.64963
H -0.43458 3.53354 4.73709
H 1.19435 2.28228 3.42053
*
```

Its expectation value of S² is 3.81. Its HOMO-LUMO gap (alpha / beta) is 6.0 / 4.0 eV.

# 2
A molecular structure, C34H43BaN4O14, computed with ωB97M-V with the def2-TZVPD basis set.

```
! wB97M-V def2-TZVPD RIJCOSX def2/J DEFGRID3
* xyz 1 1
Ba 2.92525 3.71367 -2.28087
C 0.33893 0.65637 -0.07352
C 0.94538 1.86590 -0.73042
O 0.72944 2.09601 -1.95897
O 1.70654 2.62128 -0.05346
H 1.14759 0.01778 0.28103
H -0.23270 0.08565 -0.80121
H -0.30369 0.96082 0.74856
C -2.67791 1.43277 -1.68675
C -3.78016 1.31132 -0.84951
C -4.47685 0.12044 -0.78993
C -4.10442 -0.91238 -1.63185
C -3.04474 -0.80208 -2.51192
C -2.31689 0.37284 -2.52398
N -4.86321 -2.17195 -1.61108
O -4.50811 -3.05117 -2.37578
O -5.77644 -2.25322 -0.82754
H -2.11953 2.35595 -1.76935
H -4.08542 2.14644 -0.23102
H -5.31080 -0.03301 -0.11991
H -2.83590 -1.58875 -3.22293
H -1.41583 0.52213 -3.10864
C 5.27585 -2.51582 3.93289
C 4.52473 -2.14591 5.03550
C 3.20118 -1.77814 4.87421
C 2.67238 -1.73893 3.60730
C 3.41008 -2.07677 2.48996
C 4.71476 -2.50552 2.66293
N 1.27429 -1.33227 3.44794
O 0.70599 -0.83429 4.39614
O 0.75503 -1.51391 2.35576
H 6.31537 -2.79467 4.04515
H 4.99118 -2.11318 6.01057
H 2.54592 -1.55321 5.70344
H 2.97690 -1.98268 1.50358
H 5.32621 -2.82026 1.82782
C -3.07743 0.75200 4.38530
C -4.43408 0.45921 4.49399
C -4.98263 -0.58880 3.77757
C -4.16316 -1.31851 2.93331
C -2.82336 -1.01204 2.77327
C -2.28617 0.05401 3.47654
N -4.70162 -2.51900 2.27944
O -4.02761 -3.03397 1.41048
O -5.78196 -2.92201 2.66122
H -2.60306 1.61749 4.83265
H -5.05270 1.06296 5.14560
H -6.03306 -0.82170 3.86977
H -2.22047 -1.59108 2.08603
H -1.23169 0.25487 3.36802
C -2.41823 3.89436 3.10344
C -2.44521 4.84651 4.12047
C -1.34748 5.66304 4.32700
C -0.21914 5.48351 3.55618
C -0.14905 4.49671 2.58703
C -1.26002 3.70591 2.36548
N 0.92560 6.37761 3.72736
O 1.94477 6.10110 3.11316
O 0.79024 7.33046 4.45668
H -3.30276 3.30854 2.89054
H -3.33577 4.97277 4.72013
H -1.35614 6.42170 5.09705
H 0.72623 4.43318 1.96007
H -1.22271 2.96513 1.57542
C 4.21376 0.63627 -0.49254
O 3.94046 1.22585 -1.77298
C 3.66284 0.23007 -2.74933
C 3.66287 0.85499 -4.12262
O 2.71799 1.92141 -4.20885
C 1.48627 1.50146 -4.82301
H 5.11874 0.03351 -0.55468
H 3.34915 0.06248 -0.16332
H 4.36248 1.45257 0.21103
H 2.72762 -0.31101 -2.57427
H 4.45847 -0.52688 -2.74224
H 3.46936 0.10265 -4.88774
H 4.66153 1.25471 -4.32243
H 1.03241 0.69453 -4.24745
H 1.67328 1.20512 -5.85424
H 0.79508 2.34101 -4.79529
C 0.25346 -4.95166 -6.77257
O 0.87700 -4.34088 -5.66540
C 0.09169 -3.32315 -5.11080
C 0.89060 -2.58391 -4.07618
O 1.21725 -3.44545 -3.01686
C 1.34145 -2.79560 -1.78331
H -0.71462 -5.36996 -6.48026
H 0.89352 -5.77354 -7.09134
H 0.15963 -4.25724 -7.61373
H -0.85368 -3.68870 -4.68749
H -0.20334 -2.60164 -5.89718
H 0.26263 -1.74850 -3.71620
H 1.77481 -2.11638 -4.53863
H 1.31140 -3.52313 -0.97579
H 0.53032 -2.06906 -1.63981
H 2.29387 -2.24516 -1.69185
*
```

Its HOMO-LUMO gap is 7.5 eV.

# 3
A molecular structure, C34H43Cl2NO2STi, computed with ωB97M-V with the def2-TZVPD basis set.

```
! wB97M-V def2-TZVPD RIJCOSX def2/J DEFGRID3
* xyz 2 1
Ti 0.44039 0.21589 -2.69163
C -1.75184 -0.14333 4.27055
C -2.37668 1.03993 3.51627
C -3.85542 1.12958 3.89136
C -1.68173 2.34411 3.93648
C -2.17648 0.83550 2.01500
C -0.88035 0.69727 1.52597
C -0.66404 0.49381 0.16571
N 0.53522 0.22589 -0.50294
C 1.68696 -0.13048 -0.01739
C 2.06546 -0.42374 1.33591
C 3.36985 -0.59901 1.63147
C 4.35361 -0.48050 0.55646
C 4.09730 -0.34106 -0.77973
C 2.72188 -0.24233 -1.09732
O 2.26511 -0.18853 -2.28953
C 5.17836 -0.31308 -1.85698
C 5.07617 0.99878 -2.65234
C 6.56825 -0.38673 -1.22578
C 4.99903 -1.52343 -2.78834
C 3.81247 -0.96659 3.04408
C 3.38762 -2.42458 3.29522
C 3.11294 -0.04561 4.05690
C 5.32516 -0.84664 3.23984
C -1.76772 0.55302 -0.69181
O -1.44489 0.46311 -2.04695
C -3.06925 0.66628 -0.27304
C -3.23754 0.78132 1.11129
C -4.24446 0.63323 -1.25144
C -5.23107 1.75372 -0.90570
C -4.93269 -0.73047 -1.11662
C -4.65663 0.89777 -3.86786
H -1.90061 -0.01714 5.34275
H -0.67491 -0.21463 4.10036
H -2.20906 -1.08861 3.97424
H -3.94241 1.27586 4.96726
H -4.39741 0.21484 3.64376
H -4.34897 1.97578 3.41002
H -1.81493 2.50381 5.00638
H -2.10327 3.20249 3.41171
H -0.60788 2.31828 3.74112
H -0.05531 0.78567 2.21183
H 1.30290 -0.55326 2.08407
H 5.38828 -0.55495 0.85706
H 5.19465 1.86557 -1.99971
H 4.13275 1.08836 -3.18937
H 5.87570 1.03056 -3.39183
H 6.76092 0.45214 -0.55350
H 7.31427 -0.34293 -2.01788
H 6.72856 -1.32225 -0.68571
H 4.05052 -1.49740 -3.32247
H 5.06637 -2.46052 -2.23354
H 5.79416 -1.52067 -3.53365
H 2.30629 -2.54666 3.21592
H 3.68683 -2.72167 4.30031
H 3.86333 -3.10664 2.58857
H 2.02893 -0.17097 4.04816
H 3.34513 1.00347 3.86766
H 3.45292 -0.28986 5.06263
H 5.88353 -1.56013 2.63131
H 5.56123 -1.07038 4.27922
H 5.69085 0.16189 3.03526
H -4.24487 0.86311 1.49218
H -5.65881 1.60880 0.08513
H -6.06581 1.75643 -1.60423
H -4.75221 2.73361 -0.93319
H -5.12875 -0.95087 -0.06699
H -4.32001 -1.53997 -1.51931
H -5.89381 -0.72907 -1.62772
H -5.48896 1.55301 -3.61377
H -5.92949 -0.16903 -5.17849
H -4.14059 1.39005 -4.69556
Cl 0.47035 1.84501 -4.11685
C -2.48218 0.03437 -2.92050
C -3.68168 0.88563 -2.68770
C -5.22272 -0.41766 -4.38316
C -4.27597 -1.41174 -4.96388
C -2.98167 -1.63091 -4.72644
Cl -2.21798 -2.92359 -5.60646
C -2.10821 -0.96240 -3.74243
S -0.45030 -1.61334 -3.60365
H -3.27284 1.90519 -2.65385
H -5.82722 -0.93102 -3.63115
H -4.72464 -2.07874 -5.69103
*
```

Its HOMO-LUMO gap is 4.8 eV.

# 4
2 unconnected molecules or ions with the total composition C34H43N4O5, computed with ωB97M-V with the def2-TZVPD basis set.

```
! wB97M-V def2-TZVPD RIJCOSX def2/J DEFGRID3
* xyz 1 1
C -3.54077 0.25006 1.38309
O -3.20378 0.26843 -0.00563
C -3.59755 1.36685 -0.68527
O -3.92100 2.40991 -0.15517
C -3.54749 1.13276 -2.18091
C -4.96228 0.89651 -2.75413
C -5.24347 2.06344 -3.69705
C -3.93119 2.83273 -3.86019
N -3.04991 2.30279 -2.84052
C -1.82030 2.82389 -2.59499
C -1.09224 2.62162 -1.41960
C -0.13129 3.65025 -0.94590
C 0.34271 4.68845 -1.99109
C 0.02139 4.32410 -3.44829
C -1.41533 3.84939 -3.63025
H -3.12693 -0.68424 1.75238
H -3.09000 1.10000 1.90108
H -4.62779 0.27247 1.50979
H -2.87377 0.26870 -2.31686
H -4.93776 -0.05771 -3.28717
H -5.70536 0.82581 -1.94898
H -5.62424 1.73487 -4.66546
H -5.97826 2.74114 -3.25603
H -3.50537 2.67678 -4.86472
H -4.09282 3.91387 -3.73630
H -1.31916 1.81009 -0.72373
H -0.59448 4.19385 -0.10317
H 0.74210 3.15592 -0.49985
H -0.10578 5.65630 -1.72486
H 1.43010 4.80983 -1.89063
H 0.20066 5.16537 -4.12506
H 0.67976 3.51191 -3.78568
H -1.50317 3.42502 -4.64085
H -2.10131 4.71193 -3.60177
C 3.38803 -2.33845 -2.62044
N 2.85399 -2.51334 -1.28750
C 2.70481 -3.75860 -0.74098
O 3.01290 -4.81832 -1.28392
C 2.05038 -3.58205 0.63509
C 2.98629 -3.95318 1.79256
C 3.51319 -5.37080 1.70663
C 4.89541 -5.60132 1.68066
C 5.37709 -6.88014 1.39741
C 4.48147 -7.93674 1.19986
C 3.10473 -7.72633 1.35356
C 2.62190 -6.44373 1.62376
N 1.67924 -2.16094 0.61788
C 0.93925 -1.60159 1.59074
C 0.56475 -0.25542 1.65949
C -0.50142 0.12116 2.45708
C -0.73858 1.35574 3.14971
C -1.44136 1.32736 4.39858
C -1.78671 2.48620 5.07029
C -1.45649 3.73181 4.50474
N -2.03935 4.89250 5.07973
O -1.87818 6.01198 4.55088
O -2.70020 4.72659 6.13419
C -0.70773 3.80303 3.31219
C -0.33284 2.63345 2.65726
C 2.20774 -1.42612 -0.55149
C 3.26560 -0.38340 -0.13390
C 1.07185 -0.80748 -1.37422
H 3.85578 -3.26642 -2.95714
H 2.59441 -2.07115 -3.33102
H 4.13709 -1.53963 -2.62362
H 1.14601 -4.22066 0.66947
H 3.83375 -3.24885 1.79782
H 2.41712 -3.81031 2.72583
H 5.57375 -4.75738 1.83567
H 6.45378 -7.04301 1.32046
H 4.85521 -8.92221 0.92764
H 2.40125 -8.55045 1.24759
H 1.54934 -6.25532 1.73386
H 0.59455 -2.29503 2.37310
H 1.10006 0.50759 1.09194
H -1.14675 -0.71245 2.77603
H -1.70677 0.36770 4.84775
H -2.34470 2.47981 5.99902
H -0.45315 4.78941 2.93496
H 0.25558 2.67384 1.73957
H 4.25786 -0.85428 -0.10112
H 3.28503 0.42038 -0.87712
H 3.05130 0.04358 0.84921
H 0.54256 -1.59800 -1.92411
H 0.35155 -0.30574 -0.72603
H 1.48572 -0.07645 -2.07584
*
```

Its HOMO-LUMO gap is 4.0 eV.

# 5
A molecular structure, C34H44BBrN13O2PPt, computed with ωB97M-V with the def2-TZVPD basis set.

```
! wB97M-V def2-TZVPD RIJCOSX def2/J DEFGRID3
* xyz 3 2
Pt -0.47993 -0.17219 0.18083
C -0.44943 1.60858 -3.53728
C -1.07322 2.08126 -2.27563
C -2.45343 2.63282 -2.29202
C -3.06015 2.92088 -1.15133
N -0.87321 2.95581 -0.15368
N -0.37146 2.08583 -1.20070
B 0.15660 2.55117 1.82040
N 1.39581 2.23203 1.12836
C 2.52297 2.95777 0.86957
C 3.37255 2.16760 0.16098
C 2.69098 0.93752 -0.00966
C 3.15725 -0.29375 -0.71210
N 1.51547 0.97331 0.58936
N -0.46630 1.52773 2.65946
C -0.96987 1.79662 3.90402
C -1.07135 0.62551 4.57730
C -0.61430 -0.36467 3.67628
C -0.43209 -1.80055 4.02893
N -0.27572 0.17582 2.51288
N -0.36058 3.93096 2.17487
C 0.27639 4.95303 2.76601
C -0.61248 5.96775 3.02822
C -1.84778 5.52268 2.57201
C -3.16833 6.20801 2.63873
N -1.68713 4.28439 2.06735
H -1.15185 1.05169 -4.15525
H 0.43391 1.01054 -3.33244
H -0.14696 2.49897 -4.09860
H -2.96178 2.75859 -3.24129
H -4.09720 3.24041 -1.09966
H 2.64481 3.97234 1.21850
H 4.35992 2.42620 -0.18671
H 4.02343 -0.08250 -1.33452
H 2.35931 -0.69869 -1.33533
H 3.45133 -1.04699 0.02221
H -1.16513 2.80349 4.23998
H -1.39320 0.48061 5.59687
H -0.69694 -1.95536 5.07236
H 0.61281 -2.08539 3.90682
H -1.05688 -2.45038 3.42434
H 1.33006 4.87963 2.99704
H -0.39996 6.91788 3.49122
H -3.05781 7.15378 3.16280
H -3.90083 5.60276 3.17531
H -3.56726 6.42276 1.64474
Br -6.43610 -2.19676 -4.90940
C -4.62054 -1.82761 -4.63358
C -3.75736 -1.71302 -5.72291
N -2.45430 -1.47650 -5.57850
C -1.96425 -1.32859 -4.35252
C -2.76244 -1.40724 -3.21468
C -4.11860 -1.67662 -3.36220
C -2.15937 -1.29568 -1.86840
O -2.68600 -1.89278 -0.91261
O -1.05627 -0.62097 -1.78008
H -4.12875 -1.81930 -6.73494
H -0.89627 -1.15811 -4.27187
H -4.76322 -1.76040 -2.49624
C -0.12668 -5.16939 1.89009
N 1.06881 -4.56062 1.14481
C 1.13088 -5.17367 -0.26009
N -0.10229 -4.96209 -0.92799
C -1.20569 -5.57995 -0.19362
N -1.31994 -4.99281 1.14294
C -1.84119 -3.62923 1.10693
P -0.68257 -2.50916 0.17812
C 0.91272 -3.07094 1.02636
C -0.36878 -3.58199 -1.32268
H -0.18922 -4.68445 2.86217
H 0.09063 -6.22799 2.02822
H 1.92674 -4.79138 1.64942
H 1.33194 -6.23770 -0.14339
H 1.95535 -4.70069 -0.78967
H -1.02448 -6.65118 -0.10647
H -2.13612 -5.42763 -0.73603
H -2.02580 -3.27298 2.11625
H -2.79038 -3.62134 0.58084
H 0.97472 -2.62884 2.01542
H 1.74843 -2.68390 0.44280
H 0.47989 -3.18391 -1.88068
H -1.23645 -3.57218 -1.97635
C -3.78120 -0.10052 2.01096
C -3.22241 1.20832 1.55584
C -3.44379 2.45161 2.14280
C -2.75317 3.51812 1.34994
C -2.26424 2.70279 0.12888
C -0.48917 4.33615 -0.52913
N -2.43979 1.27517 0.48537
H -4.45441 0.02734 2.85708
H -2.97381 -0.77624 2.29164
H -4.31912 -0.56653 1.18475
H -4.05902 2.65306 3.01162
H -3.47187 4.27538 1.04278
H -0.93904 5.08369 0.11456
H -0.77982 4.55532 -1.55481
H 0.59597 4.40118 -0.46612
*
```

Its expectation value of S² is 0.76. Its HOMO-LUMO gap (alpha / beta) is 5.0 / 3.8 eV.